1.
35
Properties=species:S:1:pos:R:3:nbo_charge:R:1 method="wB97M-V/def2-TZVPD" gap_ev=8.532 de_lowest_kj_mol=256.2 spin_multiplicity=1
N 0.0133 1.1765 2.2342 -0.6715
C -1.0687 0.3480 2.0199 0.6257
O -2.2508 0.7029 1.9471 -0.6093
C -0.5664 -1.0533 1.8878 -0.2477
C 0.7716 -1.0014 1.9373 -0.2605
C 1.1674 0.4330 2.1146 0.6273
O 2.3186 0.8755 2.1752 -0.6147
H -1.2370 -1.8956 1.7607 0.2261
H 1.5070 -1.7956 1.8754 0.2258
C 2.1798 5.2255 3.6591 -0.4109
C 1.8662 4.0785 4.6648 -0.4155
C 0.7811 3.2202 4.0137 -0.2100
N 0.7393 3.6472 2.5973 -0.3850
C -0.1479 3.1973 1.7520 0.3016
C -0.1403 3.5142 0.3260 -0.1350
C 1.0279 3.5476 -0.4911 -0.1706
C 0.9165 4.1317 -1.7563 -0.2146
C -0.3339 4.5498 -2.2548 -0.1894
C -1.4941 4.4096 -1.4782 -0.2055
C -1.4147 3.8530 -0.2047 -0.1634
C 1.5698 4.8146 2.3161 -0.2094
H 1.6658 6.1423 3.9844 0.2085
H 3.2469 5.4307 3.5955 0.2245
H 2.7515 3.4579 4.8839 0.2202
H 1.4759 4.4397 5.6151 0.2167
H 0.9429 2.1389 4.0314 0.2480
H -0.1939 3.3963 4.4987 0.1940
H -1.1098 2.8154 2.1698 0.2506
H 1.9822 3.1881 -0.0930 0.2377
H 1.8116 4.2174 -2.3733 0.2209
H -0.3986 4.9337 -3.2867 0.2218
H -2.4763 4.6728 -1.8988 0.2219
H -2.3107 3.7453 0.4210 0.2345
H 0.9417 5.6253 1.9024 0.2009
H 2.3445 4.5848 1.5699 0.2064

=====

2.
16
Properties=species:S:1:pos:R:3:nbo_charge:R:1 method="wB97M-V/def2-TZVPD" gap_ev=8.331 total_charge=-1 de_lowest_kj_mol=56.9 spin_multiplicity=1
C -2.2232 0.5152 0.6535 -0.2641
C -1.6880 -0.6777 0.0197 -0.2622
C -1.6644 1.6053 0.1486 -0.3417
C -0.4085 -0.6968 -0.4293 -0.5283
C 2.4004 -0.9878 0.1206 -1.0376
O 1.4514 1.3612 0.6046 -1.1583
O 1.1399 0.6209 -1.8534 -1.1698
P 1.1459 0.2864 -0.4053 2.1561
H -3.0664 0.4381 1.3577 0.1923
H -2.2053 -1.5561 0.0165 0.1755
H -2.0456 2.5936 0.4565 0.1679
H -0.8816 1.6500 -0.6098 0.2304
H -0.2726 -1.6061 -0.9421 0.1911
H 2.2951 -1.3373 1.1920 0.2165
H 2.7294 -1.9012 -0.4466 0.2010
H 3.2933 -0.3077 0.1167 0.2313

=====

3.
8
Properties=species:S:1:pos:R:3:nbo_charge:R:1 method="wB97M-V/def2-TZVPD" gap_ev=9.256 de_lowest_kj_mol=78.6 spin_multiplicity=1
C 0.9310 1.3734 0.0420 0.2269
C 0.5692 0.0985 -0.4122 -0.3820
C -2.3153 -0.9912 0.7314 0.5053
N 1.1384 2.4979 0.2957 -0.3045
N 1.0802 -0.9276 0.1433 0.0987
N 1.3497 -1.9061 0.6059 0.0772
O -2.7466 -0.2335 -0.0046 -0.5028
H -0.0066 0.0886 -1.4016 0.2811

=====

4.
11
Properties=species:S:1:pos:R:3:nbo_charge:R:1 method="wB97M-V/def2-TZVPD" gap_ev=10.101 de_lowest_kj_mol=250.0 smiles="C=C=CCO" spin_multiplicity=1
O -1.8232 -1.2116 1.0018 -0.7044
C -1.1726 -0.6580 -0.1205 -0.0749
C -0.3580 0.5514 0.2280 -0.3735
C 0.8943 0.6990 -0.1360 0.0907
C 2.1158 0.6442 -0.5140 -0.4887
H -1.1225 -1.4349 1.6317 0.4626
H -0.5545 -1.4114 -0.6398 0.1670
H -1.9921 -0.3914 -0.8020 0.1820
H 1.8293 1.5383 -1.4318 0.2542
H -0.8548 1.3310 0.8009 0.2309
H 3.0383 0.3433 -0.0183 0.2540

=====

5.
26
Properties=species:S:1:pos:R:3:nbo_charge:R:1 method="wB97M-V/def2-TZVPD" gap_ev="8.606 / 8.605" total_charge=+1 de_lowest_kj_mol=263.8 spin_multiplicity=1
C -2.7613 -1.4002 0.4156 -0.1130
C -3.6024 -0.8659 -0.5710 -0.2309
C -1.4964 -0.9995 0.7252 -0.3032
C -2.9432 0.1623 -1.2807 0.0764
C -0.9066 0.0403 -0.0513 0.0252
C 2.2979 -0.8615 -0.6880 0.6238
C 2.1606 0.3202 -1.4944 -0.3327
C 1.2919 0.7633 0.5629 0.5999
C 1.1953 1.5085 1.8571 -0.7053
N -1.6755 0.5568 -1.0190 -0.4989
N 1.8720 -0.4948 0.5650 -0.1566
N 1.5234 1.2772 -0.6599 -0.5714
O 2.8536 -1.9399 -0.8841 -0.5351
O 1.8356 -1.3144 1.6867 -0.5243
H -3.2439 -2.0128 1.0955 0.2229
H -4.5529 -1.2147 -0.8306 0.2533
H -0.8140 -1.3983 1.4830 0.2439
H -3.3787 0.8206 -1.8932 0.2040
H 3.1355 0.6789 -1.8808 0.2754
H 1.5880 0.1093 -2.5423 0.2554
H 1.2320 0.6503 2.5534 0.2686
H 0.1938 2.0747 1.9774 0.2704
H 1.9935 2.2784 2.0414 0.2775
H 1.3049 2.1183 -1.0529 0.4222
H -1.3231 1.3892 -1.5847 0.4136
H 2.2201 -2.2462 1.4696 0.5386

=====

6.
45
Properties=species:S:1:pos:R:3:nbo_charge:R:1 method="wB97M-V/def2-TZVPD" gap_ev=8.379 de_lowest_kj_mol=5.7 smiles="CCCCCOc1ccc(Br)cc1/C(C)=N/NC1=NCCN1" spin_multiplicity=1
C 4.5254 -2.9783 1.0703 -0.5993
H 4.6616 -3.8576 0.4455 0.2103
C 3.2196 -2.2725 0.7248 -0.3948
C 3.0093 -1.0323 1.5919 -0.3940
C 1.6618 -0.3501 1.3599 -0.4222
C 1.5699 0.3256 -0.0114 -0.0674
O 0.3065 0.9213 -0.2335 -0.4959
C 0.0038 2.1328 0.2818 0.4065
C 0.8806 2.8964 1.0469 -0.3014
C 0.5218 4.1432 1.5282 -0.2199
C -0.7363 4.6330 1.2420 -0.0998
C -1.6271 3.9032 0.4788 -0.2123
C -1.2811 2.6510 -0.0201 -0.1197
C -2.2442 1.9016 -0.8304 0.1862
N -2.0895 0.6345 -0.8693 -0.2029
N -2.8899 -0.2011 -1.5221 -0.4197
C -2.5634 -1.5277 -1.5398 0.5615
N -3.3176 -2.4431 -2.0203 -0.5464
C -2.6165 -3.7000 -1.8344 -0.2364
H -3.2766 -4.4137 -1.3367 0.1935
H -2.3519 -4.1092 -2.8140 0.1849
C -1.3512 -3.3677 -0.9936 -0.2327
N -1.3451 -1.9222 -1.0554 -0.6370
H -0.8533 -1.3311 -0.4066 0.4172
H -0.4401 -3.7787 -1.4354 0.1916
H -1.4407 -3.7360 0.0370 0.1782
H -3.7398 0.0767 -2.0053 0.3862
C -3.3416 2.6529 -1.5434 -0.6853
H -3.0118 3.6534 -1.8080 0.2338
H -4.2312 2.7289 -0.9170 0.2302
H -3.6154 2.1355 -2.4624 0.2187
H -2.6082 4.3076 0.2884 0.2265
Br -1.2600 6.3412 1.9101 0.0394
H 1.2157 4.7181 2.1212 0.2290
H 1.8668 2.5300 1.2818 0.2183
H 1.6492 -0.4232 -0.8039 0.1983
H 2.3821 1.0510 -0.1426 0.1727
H 1.4962 0.3987 2.1377 0.2112
H 0.8594 -1.0865 1.4416 0.2001
H 3.0698 -1.3280 2.6417 0.2062
H 3.8155 -0.3188 1.4048 0.1947
H 2.3851 -2.9612 0.8746 0.1949
H 3.2351 -1.9913 -0.3293 0.1934
H 5.3714 -2.3126 0.9145 0.2016
H 4.5262 -3.2937 2.1114 0.2015

=====

7.
69
Properties=species:S:1:pos:R:3:nbo_charge:R:1 method="wB97M-V/def2-TZVPD" gap_ev=5.702 total_charge=+2 de_lowest_kj_mol=0.0 spin_multiplicity=1
Ir -0.4117 0.5719 -0.0053 1.1768
S 1.4879 -0.3070 6.6849 0.4915
C 1.8269 1.1727 7.4555 -0.3679
C 1.5263 2.2441 6.6686 -0.2466
C 1.0152 1.8553 5.4088 -0.1904
C 0.9349 0.4934 5.2655 -0.2927
C 0.4429 -0.2540 4.1133 -0.0431
C 0.3745 0.3849 2.8584 0.1083
N -0.0853 -0.2375 1.7856 -0.3681
C -0.4786 -1.5308 1.8670 0.2003
C -0.4284 -2.2528 3.0525 -0.0641
C -0.8699 -3.6254 3.0057 -0.1641
C -1.2970 -4.1902 1.8541 -0.1694
C -1.3327 -3.4456 0.6189 0.0261
C -1.7449 -3.9382 -0.6252 -0.1200
C -1.7261 -3.1287 -1.7528 -0.0424
C -1.2943 -1.7947 -1.5951 0.0999
N -0.9237 -1.3154 -0.4200 -0.3510
C -0.9286 -2.1177 0.6683 0.0982
C -2.1427 -3.6112 -3.0659 -0.2800
C -2.4419 -4.9003 -3.4239 -0.1839
C -2.8273 -5.0201 -4.7789 -0.2425
C -2.8159 -3.8219 -5.4275 -0.3674
S -2.3349 -2.5467 -4.4079 0.4701
C 0.0369 -1.5788 4.1890 -0.0938
H 2.2318 1.1770 8.4548 0.2629
H 1.6592 3.2687 6.9801 0.2486
H 0.6924 2.5654 4.6600 0.2227
H 0.6963 1.4091 2.7257 0.2379
H -0.8526 -4.2017 3.9214 0.2476
H -1.6233 -5.2219 1.8424 0.2444
H -2.0878 -4.9618 -0.6996 0.2426
H -1.2632 -1.1057 -2.4299 0.2386
H -2.3865 -5.7449 -2.7523 0.2260
H -3.1034 -5.9504 -5.2509 0.2500
H -3.0692 -3.6209 -6.4560 0.2628
H 0.0663 -2.0992 5.1390 0.2477
F -2.3866 1.3317 0.5769 -0.6410
Sb -2.1359 3.0142 -0.4220 3.1507
F -3.8347 2.8976 -1.1126 -0.6128
F -1.3841 1.6050 -1.6368 -0.6268
F -1.4513 4.3221 -1.5201 -0.6155
F -0.3000 2.6587 0.3270 -0.6196
F -2.4751 4.0309 1.0752 -0.6191
C 1.3985 0.2317 -0.5360 -0.0088
C 2.5621 0.0711 -0.8524 -0.2110
C 3.8876 -0.0990 -1.2708 0.1940
C 4.3692 -1.4407 -1.4920 -0.0678
C 5.3393 -1.7051 -2.4766 -0.1463
C 5.7700 -2.9990 -2.6950 -0.2117
C 5.2549 -4.0381 -1.9305 -0.1148
C 4.2821 -3.7944 -0.9629 -0.2034
C 3.8241 -2.5118 -0.7600 -0.1583
C 4.6991 1.0689 -1.4697 -0.0742
C 4.0921 2.2996 -1.7935 -0.1304
C 4.8635 3.4223 -1.9892 -0.2161
C 6.2451 3.3505 -1.8213 -0.0974
C 6.8578 2.1563 -1.4571 -0.2201
C 6.0970 1.0185 -1.2883 -0.1335
H 5.7019 -0.9035 -3.1040 0.2378
H 6.4985 -3.2021 -3.4674 0.2450
H 5.6030 -5.0489 -2.0975 0.2399
H 3.8901 -4.6120 -0.3739 0.2333
H 3.0747 -2.3076 -0.0063 0.2223
H 3.0195 2.3423 -1.9282 0.2279
H 4.4002 4.3575 -2.2707 0.2423
H 6.8471 4.2386 -1.9617 0.2412
H 7.9258 2.1219 -1.2940 0.2447
H 6.5639 0.1032 -0.9545 0.2339

=====

8.
18
Properties=species:S:1:pos:R:3:nbo_charge:R:1 method="wB97M-V/def2-TZVPD" gap_ev="8.003 / 8.007" de_lowest_kj_mol=287.1 spin_multiplicity=1
B 1.4998 -1.9285 0.8960 0.5335
C -1.0919 1.1709 0.6831 -0.3029
C -0.5498 0.2489 -0.0412 0.4810
C -0.8657 1.4248 2.1400 -0.6243
C 0.4228 0.2150 -2.3363 -0.5826
C -0.4025 -0.4895 -1.2542 -0.5854
O 0.9905 -0.8567 1.3346 -0.8312
H 1.2234 -2.4182 -0.1922 -0.1582
H 2.2981 -2.5533 1.5102 -0.1034
H -1.7876 1.8502 0.1880 0.2592
H 0.1411 1.8048 2.2967 0.2446
H -1.5891 2.1371 2.5263 0.2148
H -0.9385 0.4839 2.6819 0.2500
H 0.6072 -0.4710 -3.1604 0.2179
H 1.3790 0.5296 -1.9266 0.2225
H -0.1015 1.0900 -2.7149 0.2053
H 0.1417 -1.4292 -0.9992 0.3110
H -1.3770 -0.8088 -1.6317 0.2482

=====

9.
61
Properties=species:S:1:pos:R:3:nbo_charge:R:1 method="wB97M-V/def2-TZVPD" gap_ev="7.825 / 7.573" s_squared=2.011 total_charge=+3 de_lowest_kj_mol=36.0 spin_multiplicity=3
W -0.1914 1.1274 -0.8687 1.9705
N -0.1373 0.3956 -3.0487 -0.8305
C -1.4674 0.2517 -3.6865 -0.2443
C -2.4378 -0.2788 -2.6354 -0.2467
N -2.3329 0.5047 -1.3647 -0.6787
C -3.2376 1.6936 -1.3412 -0.2506
C -2.5571 2.9310 -1.9280 -0.2489
N -1.2486 3.1311 -1.2475 -0.8468
H 0.4650 0.9249 -3.6889 0.4353
H 0.2956 -0.5402 -2.9734 0.4329
H -1.4353 -0.4422 -4.5329 0.2637
H -1.7778 1.2224 -4.0787 0.2206
H -2.1806 -1.3225 -2.4215 0.2319
H -3.4616 -0.2616 -3.0257 0.2546
H -2.7156 -0.1267 -0.6501 0.4347
H -3.5191 1.9004 -0.3007 0.2342
H -4.1569 1.4888 -1.9031 0.2555
H -3.2179 3.7959 -1.7970 0.2651
H -2.3808 2.8291 -3.0007 0.2207
H -1.4370 3.5907 -0.3404 0.4292
H -0.7020 3.8161 -1.7894 0.4407
C -1.0295 0.1795 2.0371 -0.3314
N -0.8138 -1.2091 1.6694 -0.8099
C -1.2957 -2.1234 2.7107 -0.4153
P 0.4522 -1.6801 0.6596 2.4495
O 0.2272 -0.8736 -0.6468 -1.1019
N 0.3668 -3.2538 0.2124 -0.7939
C 1.0424 -4.3435 0.9070 -0.4117
C -0.7121 -3.7100 -0.6477 -0.4039
N 1.9238 -1.2102 1.2708 -0.8020
C 3.1030 -1.5223 0.4575 -0.4216
C 2.1789 -1.3177 2.7092 -0.4133
H -2.0952 0.3359 2.2304 0.2354
H -0.7172 0.8505 1.1659 0.0974
H -0.4772 0.4865 2.9321 0.2342
H -2.3858 -2.1519 2.6861 0.2273
H -0.9812 -1.8009 3.7051 0.2175
H -0.9208 -3.1269 2.5366 0.2282
H 1.7932 -3.9623 1.5926 0.2146
H 1.5296 -4.9786 0.1661 0.2364
H 0.3365 -4.9633 1.4625 0.2211
H -1.1614 -2.8577 -1.1546 0.1864
H -1.4794 -4.2359 -0.0800 0.2213
H -0.3025 -4.3993 -1.3876 0.2378
H 2.8849 -1.3305 -0.5934 0.2102
H 3.4329 -2.5561 0.5707 0.2216
H 3.9303 -0.8860 0.7731 0.2317
H 1.3266 -0.9474 3.2722 0.2077
H 3.0444 -0.7014 2.9534 0.2363
H 2.3983 -2.3369 3.0306 0.2141
C 1.5341 4.2077 0.8331 -0.6327
C 2.1150 2.8905 0.3030 0.0750
C 2.9877 2.1716 1.3320 -0.6186
O 1.0730 2.0408 -0.0675 -0.6142
H 2.3347 4.8111 1.2554 0.2756
H 0.8001 4.0157 1.6189 0.2187
H 1.0723 4.7863 0.0332 0.2122
H 2.7126 3.0848 -0.6068 0.2152
H 2.4576 2.0568 2.2741 0.2215
H 3.8973 2.7340 1.5124 0.2673
H 3.2506 1.1955 0.9343 0.2130

=====

10.
7
Properties=species:S:1:pos:R:3:nbo_charge:R:1 method="wB97M-V/def2-TZVPD" gap_ev=8.756 de_lowest_kj_mol=168.8 smiles="N=[P@H]1PS1" spin_multiplicity=1
N 1.5616 -0.6581 -0.8502 -1.2246
P -1.0575 1.3918 -0.2526 0.1570
P 0.4124 -0.1855 0.0761 1.0780
S -1.6076 -0.7594 0.1528 -0.3604
H 1.2788 -1.0899 -1.6438 0.3726
H -1.4696 1.3546 1.0246 -0.0179
H 0.8819 -0.0536 1.4932 -0.0047

=====

Taking the records one at a time from the top gives largest force on an atom values of 3.058 3.556 3.497 5.084 5.041 1.085 0.662 3.637 3.091 3.719 eV Å⁻¹.